A molecular structure, H5NO2P2 in a non-equilibrium geometry. Source: the Open Molecules 2025 dataset; level of theory: ωB97M-V with the def2-TZVPD basis set.

Values from the calculation:
2S+1 = 1
HOMO energy = -0.3228 hartree
HOMO-LUMO gap = 9.4 eV
Strongest force on any atom = 3.3 eV Å⁻¹

Geometry as XYZ:
```
10
Properties=species:S:1:pos:R:3:lowdin_charge:R:1
N -0.642 -1.846 0.364 -0.199
O -1.847 0.424 -0.954 -0.319
O 0.297 0.893 0.427 -0.838
P 1.806 0.813 -0.197 0.780
P -1.182 0.332 0.536 0.826
H 0.243 -1.596 0.911 -0.060
H -1.144 -2.520 1.032 -0.011
H -1.345 -0.186 -1.491 0.022
H 2.069 1.905 0.631 -0.100
H 1.745 1.782 -1.261 -0.102
```


H5NOSi in the gas phase in a non-equilibrium geometry. Source: the Open Molecules 2025 dataset; level of theory: ωB97M-V with the def2-TZVPD basis set.

Values from the calculation:
Structure (SMILES) = N[SiH2]O
2S+1 = 1
HOMO energy = -0.3791 hartree
HOMO-LUMO gap = 11.1 eV
Strongest force on any atom = 3.2 eV Å⁻¹

Geometry as XYZ:
```
8
Properties=species:S:1:pos:R:3:lowdin_charge:R:1
N -1.062 -0.423 -0.018 -0.139
O 1.821 -0.446 -0.174 -0.231
Si 0.423 0.368 0.053 0.330
H -1.977 -0.042 -0.413 0.071
H -1.404 -0.595 0.923 0.011
H 2.726 -0.160 -0.274 0.044
H 0.464 1.497 -0.991 -0.031
H 0.512 0.868 1.365 -0.055
```


H5NP4 in the gas phase in a non-equilibrium geometry. Source: the Open Molecules 2025 dataset; level of theory: ωB97M-V with the def2-TZVPD basis set.

Values from the calculation:
Structure (SMILES) = N=P#P(P)P
2S+1 = 1
HOMO energy = -0.2900 hartree
HOMO-LUMO gap = 7.2 eV
Strongest force on any atom = 2.9 eV Å⁻¹

Geometry as XYZ:
```
10
Properties=species:S:1:pos:R:3:lowdin_charge:R:1
N -2.236 -0.271 -0.271 -0.493
P -1.274 -1.480 -0.059 0.533
P 2.104 -1.063 -0.349 0.352
P 0.055 1.772 -0.351 0.443
P 0.416 -0.146 0.678 -0.013
H -3.109 -0.442 -0.743 -0.043
H 3.107 -0.235 0.168 -0.175
H 2.024 -2.101 0.554 -0.196
H 0.165 2.418 0.916 -0.166
H -1.253 1.549 -0.543 -0.243
```


2 unconnected molecules or ions with the total composition H5NS in a non-equilibrium geometry. Source: the Open Molecules 2025 dataset; level of theory: ωB97M-V with the def2-TZVPD basis set.

Values from the calculation:
Structure (SMILES) = N.S
2S+1 = 1
HOMO energy = -0.3559 hartree
HOMO-LUMO gap = 10.5 eV
Strongest force on any atom = 3.4 eV Å⁻¹

Geometry as XYZ:
```
7
Properties=species:S:1:pos:R:3:lowdin_charge:R:1
S 1.885 -0.724 -0.021 0.510
H 1.931 0.594 0.026 -0.215
N -1.269 0.524 0.182 -0.068
H -0.971 0.453 1.159 -0.017
H -2.147 -0.182 0.214 0.067
H -0.517 0.127 -0.482 -0.048
H 1.088 -0.792 -1.077 -0.230
```